{
  "formula": "C90H75N15O30",
  "method": "wB97M-V/def2-TZVPD",
  "species": ["C", "C", "H", "H", "N", "C", "C", "H", "O", "C", "C", "H", "O", "H", "C", "C", "C", "H", "C", "C", "H", "C", "H", "H", "O", "C", "O", "C", "O", "C", "C", "C", "N", "N", "C", "C", "H", "C", "N", "C", "H", "H", "C", "O", "O", "H", "C", "C", "N", "C", "C", "H", "C", "H", "C", "H", "H", "N", "H", "O", "H", "N", "O", "H", "C", "C", "H", "H", "H", "O", "C", "C", "C", "H", "O", "C", "N", "O", "H", "H", "C", "C", "O", "H", "O", "O", "C", "H", "O", "H", "C", "C", "C", "C", "C", "H", "N", "H", "C", "O", "H", "N", "H", "C", "N", "H", "H", "H", "H", "C", "C", "H", "C", "C", "C", "O", "C", "H", "C", "C", "H", "C", "H", "O", "C", "C", "H", "C", "H", "C", "C", "H", "N", "H", "C", "H", "O", "H", "C", "C", "C", "H", "H", "C", "H", "H", "C", "C", "H", "C", "C", "C", "N", "H", "C", "H", "H", "C", "C", "O", "C", "C", "H", "O", "C", "O", "H", "H", "O", "O", "H", "C", "C", "C", "H", "H", "O", "N", "C", "H", "C", "C", "N", "H", "O", "H", "C", "H", "O", "C", "H", "C", "C", "O", "H", "H", "C", "C", "C", "H", "O", "H", "H", "H", "H", "C", "H", "C", "C", "H"],
  "coordinates": [[-6.04126, 6.57999, -1.34997], [1.16822, -6.99483, -11.65887], [6.80560, 6.73520, -7.89693], [-5.69549, 6.92869, -2.31187], [-12.81080, -7.37263, 1.13137], [-9.06880, -8.40856, 2.68231], [-0.07090, 10.19832, -4.33833], [11.06864, -2.56003, 0.09978], [-3.51217, 1.92570, 7.98492], [4.35297, 3.16827, -13.82278], [3.07583, -7.25573, 10.30014], [-7.58021, 5.68509, 2.10428], [-6.11817, 4.19086, -15.08503], [0.35278, 7.83465, 12.45615], [-0.48369, 8.33799, 10.54674], [-7.18363, 5.88796, 1.12042], [1.32036, -8.07834, -12.48303], [6.80833, 0.84377, 5.85413], [3.54702, 4.28407, -13.87372], [-4.92420, 1.47221, 12.56105], [2.63503, 4.36870, -13.30144], [2.48712, -8.78294, -12.54406], [4.61261, -7.96283, 11.61119], [5.69800, 8.19623, -4.14421], [1.29774, 6.24505, 6.61897], [2.81084, -7.38130, 12.69139], [6.29462, 7.21512, -1.96190], [1.83557, -6.70615, 10.24736], [2.89420, -5.19088, -8.98438], [-4.08486, 1.94382, 10.33555], [3.89450, 5.40298, -14.58290], [-6.72257, -3.48115, 7.40710], [6.83275, -4.03135, 1.85181], [-6.43632, -6.58808, 9.48594], [9.17292, -3.30564, 0.95287], [-5.65383, 3.49863, 11.41648], [-1.20727, 9.03499, 10.94302], [-7.60131, 7.07656, 0.44096], [-8.52040, 8.03226, 1.10118], [9.43598, 0.91867, 8.09688], [-7.03060, 2.62191, -9.70417], [-1.55177, -1.58696, -2.34591], [6.15772, 7.44368, -6.11862], [3.78975, -11.35659, -5.27584], [-12.97615, -6.66319, 0.14277], [4.52046, -11.89635, -1.54360], [-7.87610, -4.54368, 9.67891], [5.57004, 3.23067, -14.47786], [-6.83912, 4.16393, -14.05359], [10.02182, -2.77007, -0.06290], [-10.39019, -7.83268, 0.71547], [1.42767, -9.43095, -0.20922], [2.19647, -6.66187, -10.70930], [1.55943, 5.33118, 9.21785], [1.00926, 6.47153, 10.94161], [0.24601, -6.43312, -11.63872], [-8.12868, -1.85706, 7.59782], [4.30926, -11.29117, -4.20041], [-6.30154, 4.35852, 11.33005], [0.15084, 8.28386, -6.27176], [1.28293, 1.71030, -2.53327], [0.69815, -6.57480, 13.79839], [-2.06094, -2.93673, -0.28060], [0.00035, 13.28544, -3.02439], [-4.82899, 3.15028, 10.32468], [6.63367, 6.23947, -4.04741], [-4.04945, 0.85387, -12.13033], [6.21332, 2.36391, -14.44170], [6.09208, -3.16134, -0.56630], [-13.79239, -7.68325, 1.80848], [-6.52320, 2.58447, -10.65681], [-0.82176, -0.96517, -1.84905], [-6.39124, 3.21761, -12.99717], [1.37059, 1.70157, -0.19183], [4.38421, 0.95545, -13.11349], [2.95335, -10.60264, -0.77564], [3.92117, 2.05574, -12.91757], [7.20739, 5.22942, -2.06555], [-8.25184, -8.16678, 0.65513], [3.62376, -7.56252, 9.42147], [3.74216, -11.17501, -1.74437], [-8.22142, -3.28178, 9.22765], [0.76070, -5.47001, -9.45940], [1.64425, 5.83764, 11.54276], [-2.28230, 0.82971, 9.39981], [-0.16401, 9.68552, -7.91485], [5.91903, 4.30462, -15.23106], [-6.35390, 2.83143, 13.36864], [11.55346, 1.05675, 7.03813], [6.76735, 0.09820, 10.01105], [-11.49363, -7.73702, 1.53869], [6.07461, 7.33430, -4.67488], [-0.66559, -1.05131, -0.47744], [-6.28749, -4.69193, 7.88642], [-5.68329, 5.43967, -0.71804], [4.10392, -7.04679, -10.06485], [0.00059, 9.40384, -6.72814], [3.15793, -11.00222, 0.20665], [1.09258, -6.43399, 11.32834], [-0.48623, 7.36307, 6.45489], [-10.37797, -7.70515, -0.35691], [-3.24214, 1.58474, 9.17395], [-5.57937, -5.24957, 7.29142], [8.70584, 0.47810, 9.19927], [6.73450, 6.22885, -2.60757], [-6.15303, -3.10306, 6.57100], [0.25803, 13.82896, -5.46878], [9.63793, -3.49811, 1.90844], [2.66912, -9.56134, -13.27026], [0.31811, 7.60142, 11.40220], [8.00700, -2.59464, -1.46720], [-1.03964, 8.70491, 8.53585], [0.71630, 0.93927, -2.03244], [9.38269, -2.47345, -1.26980], [7.77470, -3.44646, 0.77713], [-5.79917, -7.35912, 8.70363], [5.09373, 5.41956, -15.23293], [9.91510, -1.97131, -2.06403], [-0.11743, 0.01408, -2.62603], [-7.72954, -2.76018, 8.03538], [7.52590, 4.20469, -4.50608], [-9.15329, -8.11836, 1.24797], [3.13244, 6.16803, -14.60189], [-9.12115, 7.64728, 2.07360], [-6.84314, -5.25333, 9.02268], [7.40125, 0.74227, 6.75110], [-0.06019, 9.17350, -3.99772], [7.08347, 5.12991, -4.84465], [-4.94835, 4.83395, -1.22732], [-10.18012, -8.49108, 3.46846], [-5.49425, 1.66701, -10.78965], [0.24656, -0.03454, 1.21578], [-1.20568, -2.19271, 0.25811], [-8.06889, -8.50568, 3.07872], [-4.92294, 1.48564, -12.06498], [0.14163, -5.94185, 11.18731], [-7.84414, 4.80804, -13.94813], [-0.01872, 10.95418, -2.39018], [7.16366, -3.06735, -0.46989], [2.51361, -9.80099, -3.41156], [6.78158, 6.49954, -6.84323], [2.30729, -9.43343, -4.40591], [4.51288, -8.93407, -11.70783], [0.95544, 6.15207, 9.57526], [6.88643, 4.41709, -15.69783], [5.44084, 6.21119, -15.88041], [0.16237, -0.05898, 0.13934], [7.35033, 0.29182, 9.12277], [7.59133, 4.50856, -6.88731], [-7.05918, 3.20833, -11.73194], [1.53588, -6.78423, 12.60063], [-0.09762, 11.19925, -3.43904], [10.92964, 1.03694, 8.10667], [-4.98742, 0.94787, 13.50311], [3.58827, -7.62629, 11.54902], [9.24847, 1.37174, 5.98363], [-4.79237, 2.29551, -14.07818], [0.27841, 6.97854, 8.64566], [-11.38963, -8.19362, 2.86858], [11.46022, 1.31429, 9.18926], [-5.31457, 2.34962, -13.13436], [0.15723, 12.81121, -5.12177], [5.78994, 8.37515, -6.52298], [3.10555, 2.26182, -11.97189], [2.01261, -9.67453, -1.08381], [7.46245, -4.36946, 2.87308], [5.66171, 0.26571, 7.85013], [3.20793, -7.72409, 13.63543], [-8.51741, 9.17690, 0.62567], [1.11361, -7.08079, 14.89960], [-7.90833, 3.83692, -11.50782], [3.54866, -8.44759, -11.71038], [8.75204, 1.04911, 6.88689], [6.72656, 0.43000, 7.92428], [-4.74976, 3.81363, 9.47610], [0.08400, 12.03918, -7.13653], [5.41502, -11.67376, -3.94875], [1.95054, -5.68313, -9.64246], [-0.00815, 12.51211, -3.77824], [-12.22942, -8.16843, 3.54719], [3.38340, -7.42844, -10.77309], [-0.05764, 10.47244, -5.74952], [0.33960, 6.80307, 7.14146], [-3.41889, 0.31728, 11.55738], [-6.74826, -6.90771, 10.62738], [-7.38715, 8.29698, -1.29982], [-7.09584, 7.36531, -0.83773], [9.19007, 0.07000, 10.07413], [-0.81530, -2.38482, 1.41568], [-5.75933, 2.61031, 12.49457], [1.47255, -6.40948, 9.27443], [1.81388, -9.24446, -2.36497], [3.56060, -10.68070, -3.11723], [5.67338, -4.24404, 1.53387], [-10.08166, -8.83476, 4.48757], [-5.15721, 1.17442, -9.88956], [0.02797, 11.81218, -6.08214], [-0.49222, 8.04754, 9.19509], [-4.11828, 1.13294, 11.44801], [1.02708, -8.52729, -2.54667], [-0.32016, -5.97006, 13.62364], [-9.02234, -2.84353, 9.80462], [-5.93798, 4.17608, 1.04767], [7.56517, -2.18686, -2.36436], [-0.27765, -0.06472, -3.69117], [0.83610, 0.86847, -0.62389], [0.56412, -8.35789, -13.20160], [7.18832, 5.28247, -6.25087], [-6.21333, 5.08616, 0.53548], [-8.61474, -4.89562, 10.38385]],
  "forces_ev_per_a": [[-2.373, 1.743, -0.470], [0.458, 1.021, 2.205], [0.483, -0.624, -0.279], [0.508, -0.475, -0.055], [-2.991, 1.429, -0.947], [1.290, 0.706, -2.901], [-0.144, -1.807, -2.723], [-0.047, -0.192, 0.084], [-0.123, 0.014, 3.406], [-0.619, 1.016, 0.825], [1.264, -1.545, 1.109], [-0.054, -0.091, -0.026], [-1.002, -0.105, 1.964], [-0.023, 0.100, 0.081], [-0.069, -0.761, -0.077], [-0.189, 1.475, -0.595], [-0.520, 0.213, -0.943], [0.482, 0.032, -0.275], [-0.945, -0.262, 1.017], [-0.714, 1.269, -1.210], [-0.108, -0.552, 0.051], [1.959, -0.406, 0.327], [-0.116, -0.384, 0.264], [-0.041, -0.260, 0.320], [-0.248, -0.393, 1.478], [-0.062, -0.256, 0.122], [0.972, -1.845, -1.571], [0.250, 0.508, -2.502], [-1.773, -1.099, -1.476], [-1.072, 1.756, -0.106], [-0.592, 0.110, -0.080], [0.254, 0.640, -0.145], [2.797, -0.557, -0.603], [0.941, -2.198, -0.540], [-0.079, 0.502, 0.038], [0.243, -1.364, -0.821], [0.325, 0.429, -0.055], [0.926, -1.432, -0.657], [1.057, 0.775, -1.050], [-0.670, -1.109, -0.671], [-0.019, 0.354, 0.094], [0.247, -0.342, -0.033], [-0.532, 0.986, 3.564], [-0.793, -0.015, -1.420], [1.274, -0.493, -0.008], [-0.059, -0.033, -0.007], [0.411, -0.252, -0.541], [0.219, -2.596, 0.323], [2.011, -1.001, -2.541], [-2.615, -0.675, 0.001], [0.879, 0.339, -1.128], [-0.455, 0.883, -0.357], [0.001, -2.285, -2.198], [-0.101, -0.140, -0.154], [-0.404, 0.666, -1.329], [-0.018, 0.010, -0.049], [0.147, 0.168, 0.140], [-0.252, 0.552, 0.700], [0.195, 0.195, 0.147], [0.106, 0.161, -0.558], [-0.154, -0.130, -0.381], [1.921, -1.721, 1.828], [1.789, 1.761, 0.471], [0.066, 0.044, 0.004], [0.016, -0.527, 0.341], [-0.086, -0.842, -1.860], [-0.104, -0.147, -0.455], [0.126, -0.099, 0.109], [0.030, 0.069, -0.141], [1.257, -0.488, 0.179], [-0.295, -1.592, 0.661], [0.162, 0.779, -0.455], [-0.676, -0.477, 2.247], [0.219, -0.299, 0.543], [0.382, 0.241, -0.462], [1.829, -1.911, -0.074], [-1.195, -0.341, 1.802], [-0.341, 1.051, -0.771], [-0.117, 0.074, -0.103], [0.029, 0.430, -0.216], [0.257, 1.512, -3.403], [-0.581, -0.275, -0.435], [0.830, 0.475, 0.362], [-0.176, 0.168, 0.360], [-1.422, 1.244, 0.208], [0.370, -0.282, 1.093], [0.155, 1.330, 0.422], [-0.249, 0.146, -0.117], [-1.340, -0.570, 1.242], [0.136, -0.363, 0.060], [0.516, -1.827, 2.254], [0.624, 0.334, -1.826], [1.515, 1.424, -0.703], [0.233, -1.042, 0.121], [0.789, -1.095, 0.584], [0.631, -0.630, -0.035], [-0.722, -0.111, -0.460], [-0.516, 0.365, 0.380], [-1.727, 0.659, 2.142], [-0.871, 0.170, 0.779], [-0.717, 0.363, -0.055], [1.315, -1.428, -2.560], [0.283, -0.064, 0.303], [1.612, -0.517, 0.420], [-0.736, 0.342, 2.604], [-0.462, 0.216, -0.337], [0.064, 0.080, 0.075], [-0.289, -0.285, 0.150], [-0.354, -0.145, -0.047], [0.229, -1.097, 0.352], [-0.371, 0.084, 0.640], [-0.161, -0.201, -0.190], [-0.300, -0.954, 1.211], [0.265, 0.681, 0.142], [-0.375, 0.562, -1.730], [-1.520, 2.285, 1.611], [0.707, 0.179, -1.422], [0.335, -0.180, -0.093], [-0.733, -1.054, 0.517], [0.442, -0.264, 0.432], [-0.311, 0.171, 0.838], [-0.342, -0.676, 3.281], [0.416, 0.466, -0.180], [-0.312, 0.267, 0.066], [-1.135, 0.566, 0.240], [0.313, 0.469, 1.538], [-0.019, -0.061, -0.093], [0.722, 0.946, -1.433], [0.159, -0.319, 0.324], [0.207, -0.253, -0.745], [0.518, 0.228, -1.268], [0.068, -0.138, 0.045], [-1.637, -1.656, 1.178], [0.022, -0.328, 0.195], [-0.356, 1.575, 0.725], [-0.113, -0.046, 0.224], [-0.378, 0.057, 0.839], [-0.392, -0.196, 0.140], [1.342, -0.620, 1.775], [1.290, 0.102, -0.054], [-0.224, -1.071, -0.727], [0.204, -0.342, -0.182], [-0.100, -0.277, -0.292], [0.282, 0.660, -1.035], [0.012, -0.471, -0.138], [-0.325, 0.509, 0.228], [-0.524, -1.094, 0.150], [-0.163, 0.374, 0.478], [0.045, -0.179, 0.249], [0.079, 1.907, -1.541], [1.639, -0.803, -0.586], [0.390, -0.250, 1.938], [0.957, 1.917, 0.180], [0.439, -0.584, -0.286], [-0.789, 1.128, -0.086], [0.477, 0.000, 0.141], [0.040, 0.066, -0.032], [-0.540, 0.468, 1.835], [-0.558, 0.966, 0.349], [-0.914, -0.940, -1.036], [0.075, -0.707, 0.124], [-0.970, 0.155, -0.148], [-0.024, -0.108, -0.319], [1.764, 0.472, -2.494], [-0.673, 0.066, 1.414], [-2.212, 0.501, -1.149], [-0.170, -0.045, 0.126], [-0.204, 0.246, 0.227], [-0.524, -1.323, 0.839], [-1.299, 1.572, -2.995], [-0.141, 0.177, -0.598], [-0.114, 0.677, 0.851], [0.204, 0.153, -1.216], [-1.317, -0.091, -1.251], [-0.038, -0.065, -0.128], [0.004, 0.241, -0.075], [1.481, -0.640, 0.454], [0.470, 0.369, 0.608], [0.470, 1.266, -1.128], [-0.429, -0.049, -0.477], [-1.119, 1.855, 0.562], [0.271, 1.198, 2.992], [1.107, 0.486, -0.576], [-0.134, -0.228, -0.325], [0.205, 0.483, -1.100], [-0.096, -0.099, -0.164], [0.538, 0.212, 1.694], [0.390, 0.685, 0.259], [-0.171, 0.636, -1.593], [1.348, -0.222, -0.215], [-0.267, -0.032, -0.078], [-0.983, 0.233, 0.083], [-1.339, -0.840, 2.652], [1.155, 0.343, 1.109], [-0.285, 0.238, 0.113], [0.253, -0.335, -0.222], [0.513, -0.440, -1.051], [0.644, -0.563, -1.473], [0.196, -0.211, 1.664], [0.011, 0.077, -0.192], [-0.529, 0.248, 0.543], [-0.092, 0.501, -0.333], [0.233, -0.021, -0.111], [0.058, -0.233, -0.216], [0.074, 0.338, -0.103], [-0.553, 0.727, -0.845], [-0.352, 0.219, 0.135], [-0.563, 1.096, 1.206], [-0.656, 0.382, -0.377], [0.879, -0.755, 0.576]],
  "e_above_lowest_kcal_mol": 180.9
}